[1]
This record from OMol25 describes the molecule CH2P2S2. The level of theory is ωB97M-V with the def2-TZVPD basis set.

Geometry (Å):
S  1.04783  2.92618  0.42986
S  -3.24698  0.34070  -0.38072
P  -1.93586  1.16989  0.78964
P  -0.21724  1.98841  -0.76388
C  -0.22410  0.27044  -0.18851
H  0.56912  -0.38089  0.40317
H  -0.57700  -0.32657  -0.95016

ΔE to the lowest compared entry with this formula, charge and spin = 35.4 kcal/mol
HOMO = -8.61 eV
largest force on an atom = 0.05382 hartree/bohr
LUMO = -2.890 eV
structure (SMILES) = S=P1=P(=S)C1
M = 140.11 g mol⁻¹
spin multiplicity = 1
gap between HOMO and LUMO = 5.719 eV

Atomic partial charges in e from the Mulliken method, atoms 1 to 5:
1. S -0.293
2. S -0.211
3. P 0.265
4. P 0.124
5. C -0.572



[2]
This record from OMol25 describes a 12-piece molecular cluster, CH30O15P4S overall. The level of theory is ωB97M-V with the def2-TZVPD basis set.

Geometry (Å):
S  -1.73643  0.49543  0.28251
P  -0.09345  -2.13173  1.94594
P  -1.65557  -3.33401  1.00510
P  -0.03722  -0.45711  0.53842
P  1.99570  -3.01085  1.63667
O  2.81079  -1.63225  1.22903
O  -6.49305  -0.19253  0.85878
O  2.73008  3.71598  0.67501
O  -6.03876  1.03726  -3.26558
O  -0.37285  2.59324  2.63279
O  5.24311  1.48423  -1.44138
O  4.59198  -2.38205  -1.33684
O  0.58403  -2.95018  -3.26092
O  -2.90545  -2.35429  0.95858
O  2.82299  5.88070  2.62647
O  -1.30821  -3.63288  -0.54943
O  -1.87331  4.00546  0.25151
O  3.12891  0.98177  0.65351
O  -1.85255  -4.52405  1.83641
O  -4.44651  -0.53127  -1.39800
C  1.98205  -3.82209  0.00954
H  -0.66861  3.41729  2.22678
H  -3.23803  -1.97117  0.13668
H  5.14337  2.44076  -1.41034
H  -5.74632  -0.33735  1.44846
H  -6.77370  0.64861  -3.74781
H  -1.94349  3.05385  0.40255
H  -3.71836  -0.12956  -0.91231
H  0.37583  -2.15844  -3.76615
H  -0.89057  1.91192  2.18059
H  3.65379  0.52011  1.31618
H  -5.14724  0.13259  -1.42103
H  -2.68950  4.37664  0.60055
H  -6.77398  -1.07814  0.61041
H  2.61340  -1.27251  0.35423
H  1.30782  -3.38966  -0.73146
H  5.20250  -2.29925  -2.07574
H  4.36173  1.14436  -1.24594
H  -2.09296  -3.51111  -1.09975
H  -5.28927  1.00557  -3.86703
H  1.81264  -4.89675  0.08989
H  0.47932  -0.93495  -0.68356
H  -0.13911  -3.04798  -2.63313
H  3.00597  -3.65296  -0.34271
H  3.42532  5.42716  3.22312
H  1.83149  3.40272  0.83294
H  2.67529  4.67462  0.76174
H  4.90353  -1.74056  -0.68878
H  2.75496  6.78013  2.95894
H  0.99994  0.36490  0.99132
H  3.48796  1.88037  0.60325

HOMO = -9.13 eV
largest force on an atom = 0.01005 hartree/bohr
LUMO = -0.064 eV
structure (SMILES) = CP(O)#P([PH2]=S)P(=O)(O)O.O.O.O.O.O.O.O.O.O.O.O
M = 438.20 g mol⁻¹
spin multiplicity = 1
gap between HOMO and LUMO = 9.068 eV

Atomic partial charges in e from the Mulliken method, atoms 1 to 5:
1. S -0.526
2. P -0.022
3. P 0.824
4. P 0.532
5. P 0.016



[3]
This record from OMol25 describes a 14-piece molecular cluster, CH32N3O13 overall. The level of theory is ωB97M-V with the def2-TZVPD basis set.

Geometry (Å):
O  -1.29398  2.74608  2.15665
O  -0.69615  3.51475  -1.96959
O  -3.00733  -0.88807  -0.67658
O  2.37587  1.39926  2.01404
O  -1.56436  -3.01460  -0.12663
O  0.65870  0.46575  4.42813
O  2.64647  0.21900  -2.89901
O  0.22829  -2.73615  -2.11913
O  -0.21095  -0.32537  -3.22253
O  -2.70017  0.83015  1.50432
O  1.39788  2.21373  -0.45236
O  -2.58740  1.59846  -2.11133
O  3.34153  -1.23555  -0.65974
N  0.63530  -1.20446  0.32617
N  -0.74649  -1.23840  2.13009
N  1.20320  -2.24174  2.40755
C  0.39692  -1.60177  1.56052
H  1.53581  1.39789  -0.79545
H  -0.83728  0.30869  -3.28858
H  -0.49828  -1.18077  -3.48068
H  -3.54217  1.21519  1.64856
H  3.23972  0.34945  -3.62287
H  -2.07351  1.59326  1.49206
H  -2.23197  -2.35556  -0.52551
H  0.69545  -3.44572  -2.46291
H  -0.25151  3.94996  -2.71898
H  2.72459  -0.99335  -1.43380
H  -1.28320  3.25602  2.92166
H  -2.12445  -3.82495  -0.28004
H  -2.89891  -0.29909  0.02533
H  -0.16072  -2.96509  -1.21474
H  1.54345  -1.44441  -0.07008
H  -0.03306  -0.70273  -0.21084
H  0.77501  0.75202  3.53546
H  0.91905  -2.51558  3.36071
H  3.07279  1.55975  2.65484
H  2.22057  2.59470  -0.10531
H  -1.80253  2.26661  -2.13511
H  -3.09006  -0.40927  -1.49592
H  -0.15834  0.85446  4.71312
H  -1.28576  -0.55350  1.59537
H  1.85979  -0.11449  -3.34381
H  -1.14725  -1.77156  2.86401
H  2.01976  -2.71603  2.00374
H  2.48951  0.52364  1.71222
H  -0.50222  2.90324  1.65279
H  -3.34014  2.17327  -2.27587
H  0.17011  3.01038  -1.90120
H  3.91842  -1.91747  -1.10876

HOMO = -13.36 eV
largest force on an atom = 0.09292 hartree/bohr
charge = +1
LUMO = -2.353 eV
M = 294.28 g mol⁻¹
spin multiplicity = 1
gap between HOMO and LUMO = 11.006 eV

Atomic partial charges in e from the Mulliken method, atoms 1 to 5:
1. O -0.615
2. O -0.628
3. O -0.636
4. O -0.546
5. O -0.654



[4]
This record from OMol25 describes a 16-piece molecular cluster, CH35NO18 overall. The level of theory is ωB97M-V with the def2-TZVPD basis set.

Geometry (Å):
O  2.13667  -2.86973  1.12741
O  -2.45258  -0.47236  0.42814
O  3.40242  2.63293  0.58367
O  -0.40004  -3.83276  0.41120
O  -1.37265  1.92590  3.30505
O  -1.07433  1.42667  -0.12569
O  2.66379  -0.20694  -0.88705
O  0.61512  1.42706  -3.70441
O  -2.24317  -2.54952  3.54437
O  1.25058  2.42895  -1.22454
O  -2.88467  -3.36315  -0.30029
O  -2.13457  1.29447  -3.77055
O  0.94180  -1.27973  -2.90564
O  -1.29683  4.34304  0.65505
O  4.35338  -2.09908  -0.28735
O  2.58048  0.51730  2.75861
O  -0.47026  -0.10289  1.45662
O  -3.28694  2.07348  -1.43753
N  -0.50976  -0.76539  -0.65106
C  -1.16886  0.24813  0.34035
H  -0.07746  1.15443  -3.99117
H  -1.18572  -3.57146  -0.05077
H  -0.49120  2.23023  3.45096
H  3.01445  -3.34100  1.08651
H  1.44673  -3.63001  1.07242
H  2.45305  0.61136  -1.34888
H  3.58895  3.20879  1.30142
H  -3.18806  -2.55985  0.21973
H  -3.54211  3.02930  -1.60942
H  1.96463  2.70508  -0.67627
H  -2.01586  0.33528  -3.58105
H  -0.66010  -3.98137  1.33659
H  1.75871  -1.42989  -2.37526
H  0.64482  2.02529  -3.03011
H  -0.55741  -0.66278  -1.76821
H  3.56861  1.83630  1.18235
H  -3.12568  0.11117  0.25174
H  -1.88989  1.80943  4.08409
H  2.35225  0.12702  0.01705
H  4.02613  -2.70344  -0.99372
H  0.59813  -0.81399  -0.39304
H  0.77969  -0.34229  -3.14393
H  -2.47609  -1.99381  2.85420
H  -1.01585  -1.71608  -0.29424
H  -0.84531  0.20918  2.35026
H  -2.70670  1.95503  -0.62907
H  -2.21060  1.61155  -2.96479
H  2.33979  -0.42638  2.75816
H  -3.40972  -3.43089  -1.10801
H  -1.26772  -2.34707  3.45545
H  -1.04147  3.71764  -0.01318
H  0.56146  2.17009  -0.59028
H  3.81276  -1.37012  -0.35305
H  -1.47016  3.88811  1.42392
H  1.61735  0.80876  2.75326

ΔE to the lowest compared entry with this formula, charge and spin = 80.7 kcal/mol
HOMO = -10.63 eV
largest force on an atom = 0.29572 hartree/bohr
LUMO = -0.535 eV
M = 349.28 g mol⁻¹
spin multiplicity = 1
gap between HOMO and LUMO = 10.097 eV

Atomic partial charges in e from the Mulliken method, atoms 1 to 5:
1. O -0.525
2. O -0.345
3. O -0.629
4. O -0.597
5. O -0.563



[5]
This record from OMol25 describes a 17-piece molecular cluster, CH36N2O17 overall. The level of theory is ωB97M-V with the def2-TZVPD basis set.

Geometry (Å):
O  -1.31438  0.11179  3.30699
O  -3.76779  0.01606  -2.09003
O  2.15242  -3.68723  -1.58399
O  2.99538  2.29235  0.44486
O  0.35445  -1.92899  -2.42527
O  0.26185  -3.75099  0.49148
O  -1.39980  -0.60074  -1.03840
O  3.66896  -2.31748  0.11172
O  3.38010  0.08431  -1.27144
O  -3.60292  -1.65369  0.73379
O  0.48634  -1.84337  3.09449
O  1.16791  3.87326  -0.99690
O  -2.33734  2.49434  1.81855
O  -3.97604  1.03694  0.40148
O  2.24960  0.12973  2.26335
O  0.07361  2.56250  3.01297
O  1.24126  0.89870  -3.75114
N  -0.15837  1.01891  -0.08530
N  -1.08240  1.33485  -2.17977
C  -0.88868  0.55072  -1.10792
H  1.82176  1.23710  -3.05320
H  1.42493  -3.85918  -0.97709
H  1.92531  3.40085  -0.58466
H  -4.27692  0.29231  0.92809
H  0.18044  -1.94453  -3.37815
H  -0.12456  -1.06453  3.25886
H  0.10217  1.98610  0.00408
H  -0.42601  -1.63081  -1.89140
H  -3.13542  -0.65521  -1.75830
H  3.45727  -0.67281  -0.64668
H  2.22486  -0.72085  2.72386
H  -4.54021  -0.32639  -1.62021
H  -0.73003  3.05484  2.77954
H  -0.65900  -4.04476  0.44759
H  0.84158  4.50443  -0.35204
H  -0.87951  0.90204  3.68914
H  -1.76166  1.10222  -2.87626
H  -2.75406  3.36603  1.89332
H  1.90237  -2.89078  -2.09294
H  -0.07434  0.43749  0.73166
H  3.24174  -2.90273  -0.58448
H  0.57005  -4.04787  1.35254
H  -3.49148  0.81212  -0.40574
H  1.45771  0.60632  2.54770
H  -3.62197  -2.29184  1.45242
H  -0.40329  2.00720  -2.48701
H  2.93136  1.57041  1.08572
H  4.02596  -0.13573  -1.95911
H  0.16738  -2.25187  2.27821
H  0.74148  2.73963  2.35222
H  3.03762  1.89168  -0.43573
H  -2.95501  1.88672  1.32527
H  2.95960  -2.19737  0.77012
H  1.23486  -0.03709  -3.52966
H  -1.59772  0.41222  2.44500
H  -2.73428  -1.69866  0.31833

HOMO = -10.45 eV
largest force on an atom = 0.03194 hartree/bohr
LUMO = -0.319 eV
M = 348.30 g mol⁻¹
spin multiplicity = 1
gap between HOMO and LUMO = 10.132 eV

Atomic partial charges in e from the Mulliken method, atoms 1 to 5:
1. O -0.662
2. O -0.695
3. O -0.806
4. O -0.731
5. O -0.525



[6]
This record from OMol25 describes a 17-piece molecular cluster, CH38N2O16 overall. The level of theory is ωB97M-V with the def2-TZVPD basis set.

Geometry (Å):
O  -1.68172  -0.60831  3.94761
O  1.96573  -1.21094  0.57429
O  -2.41575  -3.09970  -1.74142
O  -1.70553  3.22822  3.14654
O  -0.01691  0.22201  1.68089
O  1.53942  -1.26122  -3.52900
O  -2.20167  -1.91465  0.72112
O  0.26982  -3.10093  2.99801
O  0.89133  1.26061  -3.73682
O  3.58261  1.84801  0.71141
O  3.79792  -0.75967  -1.20371
O  -3.22302  1.48199  -3.11166
O  0.79138  -3.94203  0.24972
O  -1.38258  -0.31805  -2.83036
O  0.13086  -1.82546  -1.31336
O  -2.42914  0.91673  1.92158
N  0.97717  2.71654  1.78302
N  0.00277  2.33012  -0.54603
C  0.69583  3.24644  0.36050
H  2.34904  -0.44688  0.92390
H  -0.33729  -2.33230  2.94310
H  0.20157  1.36505  -0.44779
H  -0.18727  0.04736  2.59212
H  0.45979  -1.48118  -2.14600
H  -2.05055  0.22613  3.58077
H  0.90665  1.67183  1.77687
H  0.60225  -3.46778  2.15714
H  -1.47237  -2.78313  -1.81777
H  0.96938  -0.53860  -3.91550
H  -2.06764  3.74477  2.33671
H  -2.48534  2.82799  3.47671
H  -1.32886  -0.57921  4.84740
H  0.96839  -4.21879  -0.57884
H  0.18968  4.25478  0.65283
H  1.81941  3.48006  0.08984
H  3.54224  -0.00187  -0.71115
H  -2.50265  0.12872  1.42213
H  1.61392  1.49505  -3.07770
H  -1.82684  1.63556  1.80418
H  0.23711  -3.18262  0.14387
H  2.22458  -1.75348  -3.93278
H  -0.81910  -0.86589  -2.30472
H  -0.05232  1.30594  -3.51591
H  2.74479  2.08114  1.04701
H  -3.24672  2.36873  -3.49316
H  0.85805  -1.62205  -0.67865
H  0.19676  -0.68025  1.29292
H  4.12575  -0.30528  -2.00945
H  -2.62256  -3.83096  -1.19426
H  -2.55501  1.21259  -3.77428
H  2.71474  -1.83863  0.37904
H  0.21759  3.00303  2.37330
H  -1.90504  -2.28366  -0.05775
H  -0.89913  2.50830  -0.70231
H  -2.16354  -2.71490  1.30637
H  4.16416  2.36950  1.37764
H  -2.17210  -0.00877  -2.24822

HOMO = -9.16 eV
largest force on an atom = 0.09150 hartree/bohr
LUMO = 0.110 eV
M = 334.31 g mol⁻¹
spin multiplicity = 1
gap between HOMO and LUMO = 9.270 eV

Atomic partial charges in e from the Mulliken method, atoms 1 to 5:
1. O -0.607
2. O -0.584
3. O -0.695
4. O -0.688
5. O -0.053